Below is a structure of composition C22H19Cl4N5O4PbS3, with properties calculated with ωB97M-V/def2-TZVPD.

The geometry in XYZ format:
```
58
Properties=species:S:1:pos:R:3:forces:R:3
Pb 0.493 -0.054 0.120 -0.2 -0.4 0.8
C 0.242 -4.824 4.964 0.2 -1.4 -1.0
S 1.825 -4.497 4.147 0.5 0.4 -0.2
C 1.597 -2.916 3.183 0.7 -0.3 -0.2
S -0.040 -2.419 2.914 1.3 0.1 -0.1
N 2.810 -2.467 2.828 -2.4 0.1 1.1
N 2.793 -1.364 2.000 1.0 0.6 -0.1
C 3.574 -0.376 2.284 -0.8 -0.1 -1.5
C 3.801 0.700 1.208 -1.7 -0.8 1.0
C 4.358 1.946 1.532 0.8 0.8 -1.6
C 4.546 2.876 0.487 -0.6 -0.7 0.8
C 4.101 2.517 -0.757 0.4 1.9 -1.5
C 3.543 1.309 -1.007 -1.1 -1.8 1.5
N 3.277 0.405 -0.005 2.0 1.4 -1.1
H 0.169 -4.287 5.893 -0.4 0.3 0.2
H 0.174 -5.939 5.129 0.4 1.1 0.0
H -0.521 -4.608 4.211 -0.2 0.4 0.5
H 4.077 -0.260 3.236 0.3 -0.2 0.2
H 4.700 2.257 2.494 0.0 -0.4 0.7
H 4.946 3.888 0.542 0.0 -0.3 0.8
H 4.107 3.296 -1.546 0.2 -0.8 0.3
H 3.256 1.052 -2.014 -0.4 -0.2 0.0
Cl 0.298 3.885 -5.849 0.2 0.3 0.2
C 0.300 2.576 -4.709 -0.7 -1.0 -1.9
C -0.040 1.304 -5.166 0.0 -0.2 -0.1
Cl -0.572 1.063 -6.818 0.2 0.1 0.2
C -0.033 0.196 -4.299 -0.4 0.3 0.0
Cl -0.399 -1.377 -4.932 0.0 -0.2 0.1
C 0.121 0.324 -2.909 0.6 0.5 -0.3
O 0.109 -0.673 -2.069 -0.2 0.5 -0.8
C 0.402 1.676 -2.447 -0.8 0.1 1.5
O 0.433 1.855 -1.111 0.7 0.1 -2.1
C 0.538 2.744 -3.381 0.7 -0.8 2.4
Cl 1.260 4.201 -2.779 -0.2 0.3 0.1
O -1.774 0.725 0.572 0.6 -0.9 -0.2
N -1.809 2.030 0.610 0.2 0.0 0.8
C -2.808 2.595 -0.061 -1.0 0.6 -0.8
C -3.125 3.947 0.063 1.2 -1.6 0.4
C -2.289 4.704 0.864 1.0 0.0 0.7
C -1.208 4.108 1.504 0.0 1.6 0.2
C -0.929 2.730 1.409 -0.1 1.1 0.4
S 0.332 2.063 2.324 0.1 -0.5 -0.3
H -3.340 1.866 -0.713 0.4 0.8 0.7
H -3.978 4.301 -0.420 -1.1 0.7 -0.8
H -2.376 5.770 1.038 -0.5 0.0 -0.3
H -0.563 4.816 2.123 -0.7 -1.6 -0.8
C -3.320 -3.653 0.918 -1.1 0.5 1.0
N -3.198 -3.754 -0.499 0.3 -0.1 -0.9
C -1.797 -3.776 -0.956 -1.1 1.0 -1.3
C -4.224 -3.493 -1.354 1.5 -0.8 -0.8
O -5.387 -3.453 -1.043 -1.1 0.4 0.4
H -3.510 -4.599 1.411 0.4 -0.6 0.0
H -4.199 -3.071 1.242 0.4 0.2 -0.5
H -2.404 -3.199 1.285 0.0 0.0 0.4
H -1.448 -2.734 -0.937 0.3 -0.3 -0.4
H -1.812 -4.186 -1.987 0.4 0.4 0.6
H -1.155 -4.339 -0.307 0.0 -0.5 0.3
H -3.922 -3.412 -2.456 0.1 0.0 1.2
```
Forces are in eV/Å.

The LUMO energy is 4.17 eV. Its net charge is -2.

=====

Below is a structure of composition C3H5N, with properties calculated with ωB97M-V/def2-TZVPD.

The geometry in XYZ format:
```
9
Properties=species:S:1:pos:R:3:forces:R:3
C -0.384 0.006 0.338 3.3 2.6 -2.5
C 0.199 1.312 0.160 -2.9 -2.9 2.4
C 0.686 0.109 -0.659 0.1 2.2 -1.2
N -1.053 -1.098 0.701 -1.2 0.3 1.9
H -0.657 1.957 0.338 0.7 1.1 -0.8
H 0.063 -0.611 1.308 -1.2 -1.8 0.4
H -0.982 -1.753 -0.075 0.9 -0.5 0.4
H 1.720 -0.072 -0.401 0.2 -0.4 -0.4
H 0.409 0.150 -1.710 0.2 -0.7 -0.2
```
Forces are in eV/Å.

The LUMO energy is 0.27 eV.

=====

Table of DFT total energy (hartree), in record order: -4652.69741, -171.79214
Table of energy above the lowest of the compared OMol25 structures with the same formula, charge and spin (kJ/mol), in record order: 60.7, 690.3